{
  "formula": "C29H29GeN5O3OsP",
  "method": "the ωB97M-V functional and the def2-TZVPD basis",
  "species": ["Os", "O", "N", "N", "O", "C", "C", "C", "C", "C", "C", "H", "H", "H", "H", "H", "N", "C", "N", "C", "N", "C", "P", "C", "C", "O", "H", "H", "H", "H", "H", "H", "H", "H", "H", "C", "C", "C", "C", "C", "C", "Ge", "C", "C", "C", "C", "C", "C", "C", "C", "C", "C", "C", "C", "H", "H", "H", "H", "H", "H", "H", "H", "H", "H", "H", "H", "H", "H", "H"],
  "coordinates": [[0.409024, -0.369859, -0.550486], [-1.197475, -1.581884, -0.370471], [-1.121342, -2.802998, -0.829569], [-0.044115, -3.051907, -1.413347], [0.892596, -2.119680, -1.528145], [0.221622, -4.348533, -1.994016], [-0.766786, -5.324123, -1.951728], [-0.486302, -6.556561, -2.511641], [0.751069, -6.798444, -3.097699], [1.718786, -5.805558, -3.128002], [1.462016, -4.561747, -2.572922], [-1.727885, -5.125196, -1.501048], [-1.240156, -7.331193, -2.494596], [0.958205, -7.765349, -3.535460], [2.678854, -5.994597, -3.587284], [2.205760, -3.779990, -2.593511], [1.930438, 0.667253, -1.004226], [2.727923, 1.480499, -1.405915], [3.549250, 2.218108, -1.881298], [4.301251, 3.271672, -1.636099], [4.971916, 4.186463, -1.438129], [-0.440041, -1.264125, 3.523685], [1.093556, -1.671713, 2.705369], [1.197202, -3.445584, 2.524884], [2.456595, -1.105926, 3.704235], [1.151224, -0.992133, 1.327153], [-0.488664, -1.743614, 4.502921], [-1.271916, -1.622586, 2.915453], [-0.507301, -0.182302, 3.649111], [1.187072, -3.933900, 3.500195], [2.122781, -3.701559, 2.008569], [0.344264, -3.801166, 1.945634], [2.414860, -1.563663, 4.693640], [2.396668, -0.022439, 3.805873], [3.397265, -1.374480, 3.223238], [1.444716, 5.114718, -2.973352], [1.333264, 5.351034, -1.609622], [0.676537, 4.435354, -0.800704], [0.118799, 3.284685, -1.366440], [0.241671, 3.047381, -2.740936], [0.901520, 3.965419, -3.539761], [-0.775576, 2.046722, -0.233967], [-0.507900, 2.266751, 1.657844], [-1.593522, 2.350647, 2.535233], [-1.374910, 2.610562, 3.880927], [-0.081662, 2.779788, 4.358245], [1.004804, 2.693471, 3.492655], [0.793495, 2.435957, 2.148131], [-2.449382, 1.312749, -0.789504], [-2.976167, 1.684648, -2.033739], [-4.273909, 1.323400, -2.353910], [-5.032390, 0.584031, -1.454777], [-4.505436, 0.198337, -0.227227], [-3.209043, 0.551095, 0.104648], [1.964637, 5.827094, -3.600040], [1.762029, 6.244371, -1.176353], [0.591966, 4.624534, 0.262996], [-0.163949, 2.146029, -3.187768], [0.995800, 3.787809, -4.602816], [-2.607958, 2.247464, 2.171214], [-2.217725, 2.698701, 4.553623], [0.080237, 2.998550, 5.405614], [2.009487, 2.849040, 3.864756], [1.642354, 2.382489, 1.475278], [-2.399565, 2.277537, -2.731517], [-4.695013, 1.626986, -3.302928], [-6.046449, 0.307565, -1.712382], [-5.103834, -0.376297, 0.466913], [-2.795139, 0.240195, 1.055292]],
  "forces_ev_per_a": [[0.0, -0.4, 0.0], [0.1, 0.1, 0.0], [-0.1, -0.1, 0.0], [0.1, 0.1, 0.0], [0.1, -0.2, 0.0], [0.0, -0.1, 0.0], [0.0, 0.0, 0.0], [0.0, 0.0, 0.0], [0.0, 0.0, 0.0], [0.0, 0.0, 0.0], [0.0, 0.0, 0.0], [0.0, 0.0, 0.0], [0.0, 0.0, 0.0], [0.0, 0.0, 0.0], [0.0, 0.0, 0.0], [0.0, 0.0, 0.0], [-0.1, 0.2, -0.1], [0.0, -0.2, 0.2], [0.0, 0.1, -0.2], [0.0, -0.1, 0.1], [0.0, 0.0, -0.1], [0.0, -0.1, 0.1], [-0.1, 0.1, -0.1], [0.0, 0.0, 0.0], [0.0, 0.0, 0.0], [0.0, 0.0, 0.0], [0.0, 0.0, 0.0], [0.0, 0.0, 0.0], [0.0, 0.0, 0.0], [0.0, 0.0, 0.0], [0.0, 0.0, 0.0], [0.0, 0.0, 0.0], [0.0, 0.0, 0.0], [0.0, 0.0, 0.0], [0.0, 0.0, 0.0], [0.0, 0.0, 0.0], [0.0, 0.0, 0.0], [0.0, 0.0, -0.1], [0.1, 0.0, 0.0], [0.0, 0.1, 0.0], [0.0, 0.0, 0.0], [-0.2, 0.5, 0.2], [0.1, 0.0, 0.0], [0.1, 0.0, 0.0], [0.0, 0.0, 0.0], [0.0, 0.0, 0.0], [0.0, 0.0, 0.0], [-0.1, 0.0, 0.0], [0.3, 0.2, 0.1], [-0.3, -0.1, -0.2], [0.2, 0.1, -0.1], [-0.1, 0.0, 0.0], [0.2, 0.0, 0.2], [-0.3, -0.2, 0.0], [0.0, 0.0, 0.0], [0.0, 0.0, 0.0], [0.0, 0.0, 0.0], [0.0, 0.0, 0.0], [0.0, 0.0, 0.0], [0.0, 0.0, 0.0], [0.0, 0.0, 0.0], [0.0, 0.0, 0.0], [0.0, 0.0, 0.0], [0.0, 0.0, 0.0], [0.0, 0.0, 0.0], [0.0, 0.0, 0.0], [0.0, 0.0, 0.0], [0.0, 0.0, 0.0], [0.0, 0.0, 0.0]],
  "lumo_energy_ev": [-5.97, -8.94],
  "de_lowest_kcal_mol": 0.0,
  "multiplicity": 6,
  "orbital_gap_ev": [8.34, 5.57],
  "total_charge": 2
}